Entry 1:
The following is a DFT calculation (ωB97M-V with the def2-TZVPD basis set) of a cluster of 2 separate species, C5H9NO4 in total in a non-equilibrium geometry.

Structure (XYZ):
```
19
Properties=species:S:1:pos:R:3:lowdin_charge:R:1
C -2.510 1.805 -0.152 -0.08
C -1.377 0.968 0.488 -0.19
C -0.214 0.671 -0.383 -0.30
O 0.169 1.478 -1.215 0.11
C 0.615 -0.731 -0.148 -0.46
C -0.038 -1.987 -0.731 -0.03
O 1.632 -0.478 -0.932 0.05
O 3.151 -0.717 1.537 0.11
N 4.120 -0.574 0.894 -0.21
O 5.294 -0.457 1.007 0.12
H -3.253 1.952 0.629 0.07
H -2.127 2.781 -0.486 0.08
H -2.979 1.312 -1.002 0.08
H -0.966 1.544 1.338 0.13
H -1.777 0.020 0.911 0.12
H 0.642 -0.745 0.997 0.15
H -1.056 -2.209 -0.432 0.08
H 0.025 -1.846 -1.812 0.09
H 0.649 -2.788 -0.507 0.08
```

## Properties
- Maximum force: 2.55 eV/A
- Electronic energy: -15004.412 eV
- Lowest unoccupied orbital energy (spin up / spin down): -1.5 / -0.9 eV
- Kohn-Sham gap (spin up / spin down): 0.300 / 0.319 Eh



Entry 2:
The following is a DFT calculation (ωB97M-V with the def2-TZVPD basis set) of a structure of composition C34H37FeN5 in a non-equilibrium geometry.

Structure (XYZ):
```
77
Properties=species:S:1:pos:R:3:lowdin_charge:R:1
Fe 0.205 -0.114 0.882 0.48
N -0.662 -2.352 2.731 0.09
N 0.270 -2.279 -0.578 -0.13
C 1.516 1.522 0.233 -0.29
C 2.291 0.347 0.508 -0.30
C 2.127 0.039 1.906 -0.29
C 2.822 -1.041 2.657 -0.08
H 3.372 -1.703 1.974 0.06
H 2.099 -1.655 3.220 0.07
H 3.541 -0.620 3.381 0.07
C 1.304 1.052 2.497 -0.29
C 1.126 1.263 3.954 -0.07
H 1.989 1.789 4.394 0.07
H 1.039 0.309 4.487 0.07
H 0.240 1.865 4.178 0.07
C 0.898 1.944 1.459 -0.29
C 0.108 3.194 1.622 -0.06
H -0.670 3.090 2.395 0.07
H -0.382 3.478 0.677 0.07
H 0.754 4.040 1.918 0.07
C 3.257 -0.324 -0.406 -0.06
H 4.224 -0.465 0.100 0.07
H 3.421 0.277 -1.306 0.06
H 2.915 -1.320 -0.721 0.06
C 1.479 2.321 -1.022 -0.06
H 0.446 2.438 -1.384 0.07
H 2.049 1.835 -1.823 0.06
H 1.895 3.331 -0.863 0.07
C -1.459 -2.891 3.669 -0.15
H -1.561 -2.329 4.595 0.09
C -2.122 -4.106 3.498 -0.12
H -2.744 -4.484 4.305 0.08
C -1.989 -4.801 2.293 -0.12
H -2.518 -5.734 2.118 0.08
C -1.128 -4.283 1.334 -0.04
H -0.959 -4.767 0.378 0.09
C -0.436 -3.083 1.618 -0.30
C 0.580 -2.525 0.774 -0.21
H 1.629 -2.752 1.015 0.08
C -0.017 -0.972 -0.931 -0.09
C 0.340 -3.098 -1.695 -0.08
H 0.478 -4.156 -1.593 0.10
C 0.180 -2.309 -2.759 -0.12
H 0.184 -2.542 -3.809 0.09
N 0.031 -1.000 -2.291 -0.04
C 0.096 0.119 -3.189 -0.13
C 1.233 0.270 -4.005 -0.20
C 1.282 1.378 -4.865 -0.03
H 2.161 1.515 -5.491 0.10
C 0.222 2.281 -4.938 -0.29
C 0.294 3.459 -5.862 -0.08
H 0.276 4.403 -5.305 0.08
H -0.552 3.479 -6.559 0.07
H 1.218 3.430 -6.443 0.06
C -0.923 2.062 -4.172 -0.02
H -1.783 2.720 -4.266 0.11
C -1.017 0.955 -3.312 -0.20
C -2.306 0.613 -2.641 -0.04
H -2.832 -0.201 -3.176 0.09
H -2.959 1.495 -2.671 0.07
H -2.168 0.293 -1.597 0.05
C 2.390 -0.681 -3.992 -0.06
H 2.199 -1.564 -4.626 0.08
H 2.669 -1.027 -2.984 0.06
H 3.270 -0.170 -4.416 0.07
N -2.903 -0.013 6.375 0.05
C -2.909 0.222 5.226 -0.26
C -2.870 0.492 3.809 -0.28
C -3.945 1.078 3.125 -0.14
C -3.777 1.333 1.771 -0.13
C -2.575 0.994 1.140 -0.19
N -1.580 0.350 1.788 -0.03
C -1.709 0.168 3.119 -0.13
H -4.864 1.326 3.659 0.08
H -4.549 1.809 1.175 0.08
H -2.394 1.261 0.094 0.07
H -0.857 -0.272 3.636 0.08
```

## Properties
- Charge: -2
- Maximum force: 2.76 eV/A
- Electronic energy: -77691.722 eV
- Multiplicity: 5
- Expectation value of S²: 6.316
- Lowest unoccupied orbital energy (spin up / spin down): 4.2 / 4.2 eV
- Kohn-Sham gap (spin up / spin down): 0.101 / 0.095 Eh



Entry 3:
The following is a DFT calculation (ωB97M-V with the def2-TZVPD basis set) of a cluster of 2 separate species, C4H7N3 in total.

Structure (XYZ):
```
14
Properties=species:S:1:pos:R:3:lowdin_charge:R:1
C 2.125 0.391 0.138 -0.09
N 0.943 0.521 -0.696 -0.07
C -0.185 1.045 -0.253 -0.16
N -1.227 1.238 -0.948 -0.09
N -2.373 0.744 -1.092 0.03
C -1.595 -1.403 0.911 -0.02
C -0.719 -1.853 1.604 -0.01
H 1.972 0.982 1.041 0.08
H 2.287 -0.654 0.422 0.08
H 3.013 0.758 -0.386 0.08
H 0.960 0.027 -1.583 0.14
H -2.915 1.405 -1.659 0.05
H -2.334 -0.953 0.269 -0.01
H 0.050 -2.247 2.230 0.01
```

## Properties
- Maximum force: 0.55 eV/A
- Electronic energy: -8726.587 eV
- Lowest unoccupied orbital energy (spin up / spin down): 0.7 / 0.7 eV
- Kohn-Sham gap (spin up / spin down): 0.348 / 0.348 Eh



Entry 4:
The following is a DFT calculation (ωB97M-V with the def2-TZVPD basis set) of a structure of composition C8H5Cl3F5GaGeN4SbSe5 in a non-equilibrium geometry.

Structure (XYZ):
```
33
Properties=species:S:1:pos:R:3:lowdin_charge:R:1
Ga 0.000 0.000 0.000 -0.54
Cl 3.177 -0.680 -1.925 0.01
Ge 2.455 0.000 0.000 -0.37
Cl 3.177 2.007 0.373 0.07
Cl 3.177 -1.327 1.552 0.07
N -0.945 4.722 1.816 0.19
C -0.242 5.074 0.710 -0.52
N -0.135 6.424 0.661 0.13
N 0.276 4.343 -0.215 0.16
C 0.133 3.018 -0.120 -0.21
N 0.000 1.872 0.000 0.03
H -0.738 5.303 2.622 0.12
H -0.917 3.737 2.064 0.12
H -1.006 6.897 0.877 0.11
H 0.230 6.736 -0.235 0.11
F -8.479 -0.029 0.051 0.08
C -7.122 -0.022 0.040 -0.14
C -6.424 -1.022 -0.646 -0.14
F -7.104 -1.997 -1.299 0.08
C -5.024 -1.017 -0.659 -0.24
F -4.355 -1.990 -1.326 0.06
C -4.320 -0.009 0.016 -0.45
Se -2.397 0.000 0.000 0.72
C -5.022 0.992 0.703 -0.23
F -4.351 1.971 1.359 0.06
C -6.422 0.984 0.714 -0.13
F -7.100 1.952 1.379 0.08
Se 2.220 0.554 5.638 -0.22
Sb 0.034 0.009 4.986 -0.36
Se 0.000 0.000 2.401 0.18
Se -0.482 -2.328 5.964 -0.38
Se -1.520 1.828 5.964 -0.42
H 0.000 -1.610 0.000 -0.02
```

## Properties
- Charge: -2
- Maximum force: 3.66 eV/A
- Electronic energy: -507656.124 eV
- Multiplicity: 2
- Expectation value of S²: 0.772
- Lowest unoccupied orbital energy (spin up / spin down): 3.5 / 2.8 eV
- Kohn-Sham gap (spin up / spin down): 0.185 / 0.156 Eh